1.
Computed, not measured: C29H26Cl2N2O9OsS3Se as an isolated structure, with ωB97M-V/def2-TZVPD.

Output
Total charge: 0
Multiplicity: 5
Highest occupied orbital energy (spin up / spin down) (eV): -6.9145 / -7.4682
Energy above the lowest of the compared OMol25 structures with the same formula, charge and spin (kcal per mole): 30.6
Lowest unoccupied orbital energy (spin up / spin down) (eV): -0.4 / -4.3

Structure (XYZ):
```
73
Properties=species:S:1:pos:R:3:lowdin_spin:R:1
Os -0.349 -0.837 0.286 2.351
O 0.157 -1.102 4.060 0.003
S -0.457 -0.489 2.931 0.007
O 0.482 0.213 2.045 0.021
O -1.206 -1.457 2.041 0.055
C -1.786 0.503 3.591 0.000
C -2.506 -0.120 4.604 0.000
C -3.663 0.466 5.087 0.000
C -4.090 1.686 4.581 0.000
C -3.371 2.307 3.574 0.000
C -2.220 1.716 3.075 0.000
S -1.467 2.430 1.624 0.008
O -2.340 3.500 1.203 0.010
O -0.128 2.867 1.942 0.002
O -1.521 1.273 0.673 0.078
H -2.145 -1.064 4.986 0.000
H -4.242 -0.035 5.851 0.000
H -4.995 2.143 4.956 0.000
H -3.684 3.239 3.125 0.000
O 0.307 0.406 -1.191 0.055
S 0.767 1.727 -0.490 0.004
C 2.187 2.094 -1.585 0.001
C 1.580 2.550 -2.898 0.000
C 0.508 3.567 -2.513 0.000
C -0.261 2.980 -1.332 0.002
H 2.772 1.179 -1.655 0.000
H 2.774 2.877 -1.103 0.000
H 1.113 1.696 -3.391 0.000
H 2.327 2.978 -3.566 0.000
H -0.168 3.764 -3.344 0.000
H 0.970 4.511 -2.219 0.000
H -1.149 2.426 -1.628 0.000
H -0.548 3.706 -0.577 0.000
Se -1.637 -2.127 -1.136 0.186
C -0.689 -2.322 -2.804 0.014
C -1.374 -2.752 -3.934 0.014
C -0.667 -2.886 -5.118 -0.002
N 0.631 -2.630 -5.226 0.015
C 1.278 -2.221 -4.141 -0.001
C 0.671 -2.051 -2.905 0.014
H -2.430 -2.974 -3.873 0.000
H -1.159 -3.217 -6.024 -0.001
H 2.336 -2.029 -4.274 0.000
H 1.235 -1.719 -2.044 0.001
Cl 3.544 1.034 3.452 0.009
C 5.272 0.938 3.406 0.039
C 6.020 2.066 3.705 -0.006
C 7.396 2.061 3.582 0.041
C 8.048 0.928 3.128 -0.005
C 7.303 -0.198 2.833 0.037
Cl 8.115 -1.626 2.276 0.013
C 5.909 -0.244 2.987 0.016
N 5.236 -1.424 2.672 0.283
C 4.232 -2.062 3.411 0.128
C 4.159 -1.878 4.797 0.075
C 3.235 -2.565 5.554 0.031
C 2.363 -3.459 4.946 0.155
C 2.436 -3.662 3.583 -0.012
C 3.350 -2.970 2.792 0.128
C 3.275 -3.122 1.290 0.026
C 2.041 -2.351 0.730 0.021
O 0.917 -2.901 0.851 0.096
O 2.203 -1.246 0.162 0.071
H 5.504 2.957 4.033 -0.001
H 7.968 2.945 3.825 0.002
H 9.122 0.906 3.015 -0.001
H 5.567 -1.895 1.849 0.003
H 4.850 -1.190 5.266 0.001
H 3.178 -2.396 6.621 0.000
H 1.622 -3.979 5.538 0.007
H 1.736 -4.331 3.100 -0.002
H 3.099 -4.166 1.032 0.004
H 4.162 -2.740 0.789 0.002
```


2.
Computed, not measured: C16H16F6N4O11S2Ta as an isolated structure, with ωB97M-V/def2-TZVPD.

Output
Total charge: +1
Highest occupied orbital energy (eV): -13.1355
Lowest unoccupied orbital energy (eV): -4.2

Structure (XYZ):
```
56
Properties=species:S:1:pos:R:3:lowdin_charge:R:1
Ta 0.339 -0.366 -0.076 1.935
O -1.003 2.133 -2.089 0.144
C 0.087 1.628 -2.001 -0.501
O 0.223 0.326 -1.800 -0.194
C 1.390 2.414 -1.955 -0.055
C 2.575 1.438 -2.049 -0.237
C 3.904 2.200 -2.106 -0.061
C 4.077 2.621 -0.633 -0.065
C 2.772 2.101 -0.021 -0.231
O 2.569 0.865 -0.728 -0.147
C 1.578 2.962 -0.502 -0.051
C 0.342 2.682 0.366 -0.491
O -0.365 3.536 0.809 0.189
O 0.142 1.380 0.545 -0.190
H 1.374 3.215 -2.695 0.177
H 2.442 0.670 -2.806 0.153
H 4.697 1.532 -2.434 0.125
H 3.852 3.048 -2.784 0.129
H 4.931 2.123 -0.176 0.123
H 4.197 3.694 -0.504 0.128
H 2.793 1.924 1.054 0.160
H 1.776 4.036 -0.490 0.173
O -1.362 -3.096 2.343 0.192
C -1.009 -2.497 1.369 -0.505
O -0.352 -1.362 1.343 -0.197
C -1.316 -2.954 -0.039 -0.207
C -1.961 -4.151 -0.309 0.042
C -2.256 -4.453 -1.631 0.004
C -1.947 -3.518 -2.609 0.002
C -1.294 -2.349 -2.248 -0.097
N -0.955 -2.086 -0.990 -0.014
H -2.208 -4.811 0.507 0.139
H -2.727 -5.390 -1.886 0.127
H -2.204 -3.696 -3.642 0.123
H -1.032 -1.588 -2.970 0.122
F 4.527 -1.122 0.015 0.136
C 4.197 -1.350 1.287 -0.643
F 4.468 -0.237 1.966 0.161
F 4.914 -2.329 1.777 0.206
S 2.321 -1.575 1.338 0.656
O 1.876 -0.252 1.691 -0.289
O 1.964 -2.688 2.121 -0.165
N 1.866 -1.738 -0.188 -0.419
S 2.252 -3.188 -0.794 0.671
O 3.431 -3.646 -0.167 -0.200
O 1.098 -4.000 -0.938 -0.200
C 2.626 -2.544 -2.526 -0.617
F 3.670 -1.731 -2.539 0.168
F 2.747 -3.419 -3.501 0.201
F 1.526 -1.784 -2.781 0.077
N -3.219 -0.432 -0.530 -0.004
N -2.159 0.461 -0.168 -0.065
H -4.070 0.091 -0.735 0.098
H -3.416 -1.071 0.236 0.085
H -2.331 0.958 0.718 0.122
H -2.107 1.177 -0.912 0.078
```


3.
Computed, not measured: a 2-piece molecular cluster, C5H7NO overall, with ωB97M-V/def2-TZVPD.

Output
Total charge: 0
Highest occupied orbital energy (spin up / spin down) (eV): -8.1646 / -8.6806
Energy above the lowest of the compared OMol25 structures with the same formula, charge and spin (kcal per mole): 144.6
Lowest unoccupied orbital energy (spin up / spin down) (eV): -0.3 / -0.4

Structure (XYZ):
```
14
Properties=species:S:1:pos:R:3:lowdin_charge:R:1
C -0.120 1.291 -1.641 -0.084
C -0.932 0.859 -0.637 -0.122
C 0.106 -0.640 0.498 -0.276
C -0.346 -0.986 1.840 -0.044
O -0.602 -1.761 0.637 0.037
C 1.497 -0.503 -0.162 -0.298
N 2.286 -1.075 0.543 0.180
H 1.446 0.131 -1.103 0.081
H 0.475 2.195 -1.538 0.065
H -0.144 0.833 -2.626 0.065
H -1.079 1.483 0.243 0.085
H -1.709 0.125 -0.840 0.086
H 0.344 -1.457 2.533 0.113
H -1.224 -0.495 2.255 0.113
```


> Which of these has the highest total charge?

C16H16F6N4O11S2Ta


> Number 2 is which compound?

C16H16F6N4O11S2Ta


> What is the total charge in the first record?

0


> Which formula does entry 3 have?

C5H7NO